Entry from the OMol25 dataset: 2 unconnected molecules or ions with the total composition C2H9N4 at a distorted geometry (ωB97M-V/def2-TZVPD).

As for the HOMO energy: -15.15 eV. The total energy comes out at -300.3707 a.u. The lowest unoccupied orbital energy comes out at -0.1412 Eh. The frontier orbital gap is 11.307 eV. The total charge is +1.

XYZ file:
```
15
Properties=species:S:1:pos:R:3:forces:R:3:nbo_charge:R:1
N -0.754734 -2.035976 1.296646 0.39 -2.97 -0.31 -1.09
N 0.785094 -0.445156 -0.239523 1.17 -2.19 -2.91 -0.75
N -0.210867 1.565571 0.045814 1.54 1.32 1.25 -0.42
N 1.716657 1.501983 -1.197359 -2.53 1.01 0.94 -0.75
C 0.684533 0.812927 -0.591580 4.18 0.69 0.73 0.66
C -1.401949 1.499927 -0.221749 -3.65 1.61 0.56 0.08
H 1.850784 2.500625 -0.902129 -0.52 -1.51 -0.64 0.44
H -1.089690 -2.136775 2.238905 0.16 0.63 0.96 0.39
H -1.614579 -2.391233 0.831912 0.91 0.10 -0.25 0.38
H 1.391809 -1.149582 -0.817961 -1.27 2.10 1.64 0.43
H 0.038320 -0.889856 0.331560 -0.07 -0.15 0.26 0.45
H -0.040641 -2.872282 1.274970 -1.78 1.90 -0.27 0.39
H 2.545085 1.007387 -1.342918 1.38 -0.80 -0.40 0.41
H -2.166276 2.144097 0.297868 0.96 -0.78 -0.34 0.21
H -1.733545 0.888343 -1.004456 -0.87 -0.97 -1.21 0.17
```
Positions in Å, forces in eV/Å.